C9H18N2O4P2S2 | ωB97M-V/def2-TZVPD

```
37
Properties=species:S:1:pos:R:3:forces:R:3:mulliken_charge:R:1
C -4.0926 3.7342 -1.1043 -0.68 0.93 -0.24 -0.944
P -3.0025 3.0899 0.2985 -1.09 -1.01 -0.02 0.163
C -3.1775 4.2074 1.8245 -0.18 0.77 0.62 -0.904
P -0.9130 2.8702 -0.3043 0.29 0.75 -0.26 0.121
S -0.4646 4.3048 -1.8697 -0.31 -0.50 -0.30 -0.307
C -0.7502 1.1278 -1.0274 0.13 -0.61 -0.59 -0.803
C 0.5523 0.3207 -0.4963 -1.31 -1.31 0.54 -0.577
S 2.1558 1.1579 -0.9024 0.58 0.13 1.09 -0.134
C 3.2479 1.2886 0.5664 0.10 -0.90 2.44 0.512
N 3.2196 0.6805 1.8514 1.06 2.86 -4.73 -0.183
N 4.3191 1.1913 2.5197 2.06 3.63 -4.07 -0.440
C 4.9805 2.0986 1.6353 -2.08 -2.64 1.90 0.009
O 4.3461 2.1747 0.3549 -1.21 -2.20 3.73 -0.246
H -5.1951 3.6717 -0.7675 1.75 -0.09 -0.47 0.323
H -3.9174 4.8341 -1.3821 -0.04 -1.59 0.29 0.285
H -3.9608 3.0741 -2.0283 -0.11 0.89 1.36 0.290
H -3.4937 3.5678 2.7324 0.66 0.85 -1.60 0.281
H -2.2043 4.7482 2.0824 -1.40 -0.66 -0.38 0.296
H -4.0275 4.9761 1.6872 1.45 -1.10 -0.01 0.295
H -1.2892 4.0778 -2.9628 0.32 -0.17 1.01 0.123
H -1.6880 0.5446 -0.7384 1.32 0.64 -0.32 0.445
H -0.6983 1.1594 -2.1672 -0.12 0.04 1.50 0.344
H 0.5424 -0.6816 -1.0727 0.19 1.61 0.88 0.242
H 0.4423 0.0275 0.6125 0.40 0.81 -1.64 0.446
H 5.9148 2.7158 1.8864 -1.80 -1.16 -0.76 0.341
C -0.8542 -6.7516 -0.1405 -0.29 -0.29 -0.17 -0.621
O 0.0234 -5.9303 0.6273 0.27 0.30 -0.13 -0.314
C 0.7628 -5.0800 -0.1042 0.04 0.01 0.15 0.778
O 0.7356 -4.9700 -1.3057 -0.02 -0.03 0.44 -0.538
O 1.5372 -4.3737 0.7355 -0.33 -0.30 -0.19 -0.308
C 2.3833 -3.4231 0.0908 0.36 0.32 -0.09 -0.338
H -1.3985 -7.3952 0.5514 0.21 0.20 0.13 0.219
H -1.5769 -6.1399 -0.6849 0.19 -0.06 -0.07 0.288
H -0.2878 -7.3838 -0.8278 -0.07 0.19 -0.04 0.289
H 1.7890 -2.6794 -0.4446 0.07 -0.18 -0.08 0.001
H 3.0786 -3.9232 -0.5869 -0.20 0.07 -0.06 0.325
H 2.9613 -2.9121 0.8616 -0.22 -0.20 0.10 0.242
```
Forces are in eV/Å.

Properties
- LUMO level: 0.0120 Eh
- Highest occupied orbital energy: -8.07 eV
- Energy relative to the best compared isomer or geometry (same formula, charge and spin): 0.00 kJ/mol
- SMILES: CP(C)#P(S)CCSc1nnco1.COC(=O)OC
- E_tot: -61039.524 eV